Entry 1:
3 unconnected molecules or ions with the total composition C51H34N2O8S2 in a non-equilibrium geometry. Source: OMol25; level of theory: ωB97M-V with the def2-TZVPD basis set.

- structure (SMILES) = N#COC1=C(CCCSC(=S)N(c2ccccc2)c2ccccc2)C(=O)C=C(O)C1=O.O=C1c2ccccc2C(=O)c2ccccc21.O=C1c2ccccc2C(=O)c2ccccc21
- LUMO level (eV) = -2.1
- HOMO (eV) = -8.082

ORCA input file:
```
! wB97M-V def2-TZVPD RIJCOSX def2/J DEFGRID3
* xyz 0 1
N 0.358 1.396 6.954
C 0.351 2.276 6.232
O 0.345 3.313 5.447
C 1.456 3.433 4.603
C 1.286 3.787 3.331
C -0.023 4.059 2.682
C -0.386 3.061 1.574
C -1.844 3.270 1.109
S -2.868 1.765 1.184
C -4.353 2.245 2.079
S -5.653 2.641 1.205
N -4.461 2.227 3.500
C -4.326 3.517 4.141
C -5.446 4.345 4.150
C -5.414 5.600 4.742
C -4.246 6.044 5.355
C -3.139 5.208 5.370
C -3.170 3.956 4.769
C -3.836 1.112 4.186
C -4.716 0.247 4.831
C -4.246 -0.848 5.548
C -2.885 -1.119 5.616
C -2.003 -0.261 4.969
C -2.470 0.849 4.272
C 2.499 3.943 2.464
O 2.349 4.373 1.341
C 3.822 3.598 2.957
C 3.941 3.268 4.246
O 5.134 2.976 4.757
C 2.789 3.229 5.163
O 2.998 3.043 6.337
H -0.812 4.086 3.423
H 0.023 5.053 2.243
H 0.274 3.241 0.735
H -0.221 2.031 1.883
H -2.284 4.107 1.641
H -1.816 3.526 0.057
H -6.354 3.992 3.690
H -6.290 6.228 4.730
H -4.223 7.023 5.804
H -2.235 5.546 5.856
H -2.303 3.322 4.818
H -5.778 0.433 4.793
H -4.926 -1.507 6.067
H -2.510 -1.968 6.163
H -0.938 -0.428 4.989
H -1.762 1.495 3.778
H 4.677 3.624 2.308
H 5.040 2.772 5.701
O 6.220 -1.838 -1.514
C 5.125 -1.394 -1.237
C 4.754 -1.095 0.175
C 5.689 -1.305 1.182
C 5.372 -0.998 2.495
C 4.118 -0.482 2.805
C 3.179 -0.287 1.808
C 3.491 -0.593 0.491
C 2.460 -0.383 -0.564
O 1.348 0.011 -0.277
C 2.837 -0.661 -1.977
C 1.905 -0.440 -2.983
C 2.248 -0.666 -4.305
C 3.526 -1.115 -4.628
C 4.455 -1.347 -3.628
C 4.115 -1.126 -2.300
H 6.663 -1.702 0.931
H 6.103 -1.155 3.278
H 3.870 -0.233 3.829
H 2.202 0.109 2.051
H 0.915 -0.089 -2.727
H 1.521 -0.492 -5.088
H 3.795 -1.284 -5.663
H 5.448 -1.698 -3.873
O -0.928 -7.588 -7.658
C -0.896 -6.395 -7.441
C -1.923 -5.483 -8.020
C -2.941 -6.018 -8.799
C -3.922 -5.190 -9.318
C -3.892 -3.823 -9.060
C -2.872 -3.282 -8.296
C -1.882 -4.107 -7.777
C -0.783 -3.506 -6.972
O -0.716 -2.305 -6.803
C 0.230 -4.421 -6.376
C 1.241 -3.883 -5.593
C 2.179 -4.715 -5.006
C 2.108 -6.091 -5.199
C 1.107 -6.631 -5.989
C 0.167 -5.799 -6.584
H -2.962 -7.081 -8.992
H -4.716 -5.609 -9.921
H -4.665 -3.180 -9.458
H -2.839 -2.220 -8.097
H 1.293 -2.816 -5.441
H 2.965 -4.291 -4.393
H 2.836 -6.741 -4.733
H 1.049 -7.700 -6.146
*
```

Entry 2:
A single C5H8O2 molecule. Source: OMol25; level of theory: ωB97M-V with the def2-TZVPD basis set.

- LUMO level (eV) = 0.7
- relative energy (zero: lowest compared OMol25 entry of this formula, charge and spin) (kJ/mol) = 275.4
- HOMO (eV) = -8.527

ORCA input file:
```
! wB97M-V def2-TZVPD RIJCOSX def2/J DEFGRID3
* xyz 0 1
C -1.760 0.040 -0.272
C -0.557 0.682 0.385
O -0.352 0.061 1.705
C 0.710 -0.681 1.845
C 1.445 -0.619 0.515
C 0.783 0.466 -0.342
O 0.631 0.159 -1.711
H -1.593 -1.030 -0.444
H -2.641 0.148 0.368
H -1.959 0.514 -1.238
H -0.756 1.735 0.601
H 1.368 1.396 -0.301
H 2.521 -0.478 0.670
H 1.321 -1.622 0.073
H 0.839 -0.771 -1.854
*
```

Entry 3:
2 unconnected molecules or ions with the total composition C10H14N3S in a non-equilibrium geometry. Source: OMol25; level of theory: ωB97M-V with the def2-TZVPD basis set.

- LUMO level (eV) = -3.8
- relative energy (zero: lowest compared OMol25 entry of this formula, charge and spin) (kJ/mol) = 240.2
- HOMO (eV) = -12.045

ORCA input file:
```
! wB97M-V def2-TZVPD RIJCOSX def2/J DEFGRID3
* xyz 1 1
C -3.611 -0.444 1.410
C -2.302 -0.791 1.347
C -4.207 0.340 0.438
C -3.399 0.712 -0.567
C -1.449 -0.148 0.426
C 3.859 -0.516 1.314
C 3.298 -1.047 0.200
C 1.068 1.422 0.378
C -1.281 0.800 -1.761
C 2.537 -0.196 -0.790
N -2.082 0.498 -0.544
N 2.213 1.101 -0.213
N -0.146 -0.157 0.333
S 0.296 2.532 1.166
H -4.333 -0.695 2.189
H -1.742 -1.340 2.052
H -5.232 0.751 0.576
H -3.756 1.247 -1.339
H 4.595 -1.047 1.877
H 3.788 0.553 1.493
H 3.614 -2.156 0.058
H -1.937 1.420 -2.398
H -0.486 1.321 -1.422
H -0.920 -0.133 -2.231
H 1.548 -0.631 -1.232
H 3.097 -0.015 -1.735
H 3.049 1.435 0.053
H 0.175 -0.888 0.996
*
```

Entry 4:
2 unconnected molecules or ions with the total composition C14H16O in a non-equilibrium geometry. Source: OMol25; level of theory: ωB97M-V with the def2-TZVPD basis set.

- structure (SMILES) = Cc1ccc(O)cc1.Cc1ccccc1
- LUMO level (eV) = 0.7
- relative energy (zero: lowest compared OMol25 entry of this formula, charge and spin) (kJ/mol) = 298.2
- HOMO (eV) = -8.090

ORCA input file:
```
! wB97M-V def2-TZVPD RIJCOSX def2/J DEFGRID3
* xyz 0 1
C 2.483 3.511 2.015
C 1.795 2.873 0.822
C 1.057 1.702 0.982
C 0.204 1.309 -0.039
C 0.119 2.113 -1.133
O -0.907 2.019 -2.054
C 0.926 3.296 -1.425
C 1.699 3.625 -0.379
H 3.629 3.629 1.904
H 2.363 3.030 2.979
H 1.992 4.378 2.158
H 1.316 1.136 1.771
H -0.248 0.263 -0.219
H -1.502 1.167 -1.897
H 0.663 3.904 -2.247
H 2.353 4.522 -0.514
C -0.174 -2.737 1.762
C -0.883 -2.897 0.488
C -0.255 -2.480 -0.756
C -0.896 -2.266 -1.936
C -2.216 -2.782 -1.918
C -2.771 -3.505 -0.967
C -2.058 -3.642 0.353
H 0.880 -3.220 1.821
H -0.637 -3.103 2.698
H -0.059 -1.617 2.042
H 0.818 -2.067 -0.806
H -0.590 -1.597 -2.659
H -2.709 -2.732 -2.902
H -3.666 -4.070 -1.140
H -2.725 -3.760 1.197
*
```

Entry 5:
3 unconnected molecules or ions with the total composition C2H13N2O2 in a non-equilibrium geometry. Source: OMol25; level of theory: ωB97M-V with the def2-TZVPD basis set.

- LUMO level (eV) = -3.0
- relative energy (zero: lowest compared OMol25 entry of this formula, charge and spin) (kJ/mol) = 42.1
- HOMO (eV) = -13.749

ORCA input file:
```
! wB97M-V def2-TZVPD RIJCOSX def2/J DEFGRID3
* xyz 1 1
N -0.066 0.189 -0.898
C 0.348 -1.201 -0.678
C 1.832 -1.183 -0.287
N 1.987 -0.290 0.860
H 0.243 0.614 -1.765
H -1.088 0.285 -0.753
H 0.240 0.741 -0.091
H -0.261 -1.744 0.035
H 0.340 -1.714 -1.634
H 2.309 -2.156 -0.172
H 2.341 -0.717 -1.138
H 1.782 -0.722 1.750
H 2.915 0.109 0.897
H -3.394 -0.399 0.195
H -2.652 0.698 0.930
O -2.537 -0.176 0.568
H -1.526 2.109 1.401
H -1.400 3.251 0.313
O -1.413 2.305 0.466
*
```

Entry 6:
A molecular structure, C13H18Br2Cl4F6NbO4P2 in a non-equilibrium geometry. Source: OMol25; level of theory: ωB97M-V with the def2-TZVPD basis set.

- LUMO level (eV) = 0.9
- HOMO (eV) = -4.897

ORCA input file:
```
! wB97M-V def2-TZVPD RIJCOSX def2/J DEFGRID3
* xyz -1 1
C -0.625 -1.848 3.828
C 0.247 -1.440 3.099
C 1.113 -0.745 2.114
Nb 0.051 0.023 0.267
C -1.047 -1.957 0.117
C -2.461 -1.926 -0.524
C -3.210 -3.161 -0.025
F -3.534 -4.124 -0.953
C -3.599 -3.393 1.273
F -2.906 -4.194 2.073
F -4.658 -2.875 1.854
C 1.619 -0.736 -1.212
Br 2.234 0.668 -2.507
C 2.897 -1.386 -0.624
C 4.103 -1.501 -1.599
Br 2.417 -3.275 -0.215
P -1.172 0.999 -1.786
C -1.123 -0.194 -3.232
O -2.801 1.213 -1.580
C 1.283 2.011 0.506
F 1.002 2.679 1.682
F 1.043 2.949 -0.434
F 2.638 1.806 0.588
P -1.725 1.082 1.827
O -2.038 2.409 1.230
O -3.108 0.198 2.001
O -1.276 1.403 3.378
H -1.322 -2.064 4.599
H 1.511 0.127 2.662
H 1.954 -1.430 1.946
H -0.421 -2.581 -0.545
H -1.116 -2.513 1.058
H -3.094 -1.077 -0.243
H -2.450 -2.058 -1.610
H 1.132 -1.487 -1.843
H 3.281 -0.907 0.277
H 4.697 -0.588 -1.628
H 3.766 -1.804 -2.594
H 4.703 -2.341 -1.230
H -0.918 -1.221 -2.922
H -0.329 0.088 -3.931
H -2.069 -0.100 -3.775
H -3.094 1.119 -0.666
H -3.626 0.575 2.728
H -0.328 1.290 3.505
C 2.469 6.452 -1.381
Cl 1.889 5.327 -0.164
Cl 4.170 6.854 -1.070
Cl 2.329 5.712 -2.983
Cl 1.503 7.940 -1.338
*
```

Number 1: molar mass 866.97 g mol⁻¹, HOMO-LUMO gap 6.003 eV. Number 2: molar mass 100.12 g mol⁻¹, HOMO-LUMO gap 9.247 eV. Number 3: molar mass 208.31 g mol⁻¹, HOMO-LUMO gap 8.220 eV. Number 4: molar mass 200.28 g mol⁻¹, HOMO-LUMO gap 8.823 eV. Number 5: molar mass 97.14 g mol⁻¹, HOMO-LUMO gap 10.784 eV. Number 6: molar mass 808.74 g mol⁻¹, HOMO-LUMO gap 5.776 eV.